{
  "formula": "C4H7NO",
  "method": "wB97M-V/def2-TZVPD",
  "symbols": ["O", "C", "C", "N", "C", "C", "H", "H", "H", "H", "H", "H", "H"],
  "xyz": [[0.72108, 0.72169, 1.70281], [0.21667, 0.22956, 0.51201], [-0.36592, 0.94340, -0.72340], [-0.29472, -0.51239, -1.16494], [1.06150, -0.54980, -0.48901], [-0.85565, -0.84114, 0.20486], [0.00343, 1.10019, 2.22511], [-1.39347, 1.32553, -0.66626], [0.27836, 1.62082, -1.29389], [1.36376, -1.56715, -0.22341], [1.85242, -0.02522, -1.03187], [-1.92174, -0.60361, 0.25612], [-0.64448, -1.84965, 0.57270]],
  "forces_ev_per_angstrom": [[-0.27, 0.07, 0.10], [0.04, -0.07, -0.12], [-0.07, 0.36, -0.15], [-0.10, -0.06, -0.18], [0.40, -0.12, -0.09], [-0.23, -0.23, 0.24], [0.07, -0.01, -0.05], [0.23, -0.08, 0.02], [-0.03, -0.19, 0.08], [0.02, 0.17, 0.04], [-0.14, 0.03, 0.06], [0.14, 0.11, 0.27], [-0.05, 0.05, -0.24]],
  "lowdin_charge": [0.04, -0.47, -0.10, -0.03, -0.11, -0.10, 0.10, 0.11, 0.11, 0.11, 0.12, 0.11, 0.11],
  "lumo_energy_ev": 0.8,
  "spin_multiplicity": 1,
  "e_above_lowest_ev": 3.4918,
  "max_force_ev_per_a": 0.4
}

=====

{
  "formula": "C4H7NO",
  "method": "wB97M-V/def2-TZVPD",
  "symbols": ["O", "N", "C", "C", "C", "C", "H", "H", "H", "H", "H", "H", "H"],
  "xyz": [[-1.15553, 0.94779, 2.37942], [-1.33741, 0.15412, 1.40280], [-0.47105, -0.06736, 0.46422], [0.84630, 0.61753, 0.31177], [0.92035, 0.01500, -1.11967], [-0.35160, -0.84557, -0.83160], [-2.25471, -0.30781, 1.41008], [0.80772, 1.70770, 0.39902], [1.61432, 0.24862, 1.00107], [0.75922, 0.76235, -1.90158], [1.83122, -0.54027, -1.36299], [-1.16522, -0.76174, -1.55938], [-0.11796, -1.90878, -0.69476]],
  "forces_ev_per_angstrom": [[0.12, 0.27, 0.30], [0.13, -0.37, -0.58], [-0.16, 0.22, 0.41], [0.11, 0.08, 0.05], [0.11, 0.02, -0.17], [-0.14, -0.12, -0.05], [0.24, -0.15, -0.38], [0.00, -0.14, -0.01], [-0.11, 0.05, -0.07], [-0.04, -0.13, 0.15], [-0.23, 0.04, 0.10], [0.07, 0.02, 0.19], [-0.09, 0.19, 0.06]],
  "lowdin_charge": [-0.13, -0.12, -0.23, -0.11, -0.15, -0.10, 0.17, 0.12, 0.12, 0.10, 0.10, 0.11, 0.11],
  "lumo_energy_ev": 0.9,
  "spin_multiplicity": 1,
  "e_above_lowest_ev": 3.5929,
  "max_force_ev_per_a": 0.7
}

=====

{
  "formula": "C4H7NO",
  "method": "wB97M-V/def2-TZVPD",
  "symbols": ["C", "O", "C", "C", "N", "C", "H", "H", "H", "H", "H", "H", "H"],
  "xyz": [[-1.11247, -0.68248, 0.04568], [0.06136, -1.36784, -0.39163], [1.13448, -0.66789, 0.20744], [0.76334, 0.79896, 0.03028], [-0.05338, 1.30943, -1.06463], [-0.72165, 0.78815, 0.11167], [-1.39587, -1.04875, 1.04266], [-1.92897, -0.89496, -0.65565], [1.21604, -0.80950, 1.30930], [2.10034, -1.11141, -0.02484], [1.39103, 1.52894, 0.52661], [-0.14765, 0.68772, -1.86374], [-1.30662, 1.46963, 0.72684]],
  "forces_ev_per_angstrom": [[-0.13, 0.05, 0.07], [0.07, -0.12, 0.26], [0.23, -0.03, 0.71], [0.24, -0.01, 0.42], [0.18, -0.20, -0.24], [-0.10, -0.04, 0.18], [-0.04, 0.12, -0.05], [0.24, 0.00, 0.09], [-0.79, 0.04, -0.09], [-0.02, 0.34, -1.33], [-0.14, 0.06, 0.04], [0.17, -0.15, 0.15], [0.11, -0.08, -0.21]],
  "lowdin_charge": [-0.16, -0.13, -0.17, -0.23, 0.07, -0.25, 0.12, 0.13, 0.12, 0.12, 0.13, 0.10, 0.14],
  "lumo_energy_ev": 1.1,
  "spin_multiplicity": 1,
  "e_above_lowest_ev": 2.3778,
  "max_force_ev_per_a": 1.4
}

=====

{
  "formula": "C4H7NO",
  "method": "wB97M-V/def2-TZVPD",
  "symbols": ["C", "N", "C", "C", "O", "C", "H", "H", "H", "H", "H", "H", "H"],
  "xyz": [[-0.02742, 1.66447, -0.12976], [0.05821, 0.28106, 0.28485], [1.16916, -0.61579, 0.18218], [0.28744, -1.63787, 0.75401], [0.31329, -2.76746, 1.14696], [-0.87109, -0.53300, 0.69611], [-1.02637, 1.86720, -0.52078], [0.17184, 2.31359, 0.72663], [0.72029, 1.83544, -0.90446], [-0.15369, -1.19598, -1.94965], [2.14135, -0.31334, 0.56445], [-1.94193, -0.40035, 0.56520], [-0.88111, -1.17893, -2.12888]],
  "forces_ev_per_angstrom": [[-0.02, 0.07, -0.08], [-0.26, -0.03, 0.08], [0.16, -0.01, 0.16], [0.06, -0.60, 0.23], [-0.02, 0.57, -0.23], [0.04, 0.16, -0.21], [0.12, -0.01, 0.09], [0.00, -0.09, -0.12], [-0.09, -0.01, 0.09], [-0.05, 0.00, -0.02], [-0.12, -0.04, -0.07], [0.15, -0.01, 0.06], [0.05, -0.02, 0.00]],
  "lowdin_charge": [-0.01, -0.20, -0.08, -0.41, 0.10, 0.02, 0.10, 0.10, 0.10, 0.03, 0.08, 0.11, 0.05],
  "lumo_energy_ev": [-0.3, -0.3],
  "spin_multiplicity": 1,
  "e_above_lowest_ev": 5.3149,
  "max_force_ev_per_a": 0.6
}

=====

{
  "formula": "C4H7NO",
  "method": "wB97M-V/def2-TZVPD",
  "symbols": ["O", "C", "C", "C", "N", "H", "H", "H", "C", "H", "H", "H", "H"],
  "xyz": [[-2.18482, -1.27789, 0.09552], [-1.15758, -0.88554, 0.60950], [-0.56501, 0.32646, 0.04370], [-0.75239, 1.60344, 0.03826], [-0.56364, 0.89614, -1.29606], [-0.67746, -1.32873, 1.50620], [-1.54821, 2.14402, 0.50469], [-1.47798, 0.62760, -1.68312], [1.81828, -0.44543, 0.03525], [1.52128, -0.92023, -0.90742], [2.75085, 0.09876, -0.06627], [1.79497, -1.15303, 0.86832], [1.13063, 0.34559, 0.27533]],
  "forces_ev_per_angstrom": [[0.74, -0.28, 0.47], [-0.49, 0.14, -0.26], [-0.93, -0.07, 0.06], [-0.79, -0.15, 0.04], [-0.22, 0.01, 0.00], [-0.29, -0.04, -0.23], [0.04, 0.77, 0.00], [0.00, 0.22, -0.23], [0.47, -0.32, -0.04], [0.19, 0.16, 0.30], [0.48, -0.46, 0.00], [0.41, 0.02, -0.19], [0.39, -0.01, 0.08]],
  "lowdin_charge": [0.07, -0.19, -0.37, -0.01, 0.09, 0.13, 0.10, 0.08, -0.03, 0.06, 0.04, 0.04, -0.02],
  "lumo_energy_ev": 0.0,
  "spin_multiplicity": 1,
  "e_above_lowest_ev": 6.0187,
  "max_force_ev_per_a": 0.9
}

=====

{
  "formula": "C4H7NO",
  "method": "wB97M-V/def2-TZVPD",
  "symbols": ["C", "C", "C", "C", "N", "O", "H", "H", "H", "H", "H", "H", "H"],
  "xyz": [[3.13028, -0.94976, 0.09954], [0.15721, 0.50777, 0.51460], [-0.22815, 1.81557, -0.04854], [0.11550, -1.73068, 0.41619], [-0.31694, -0.50240, -0.02670], [2.98046, 0.14786, -0.17072], [1.04762, 0.52764, 1.30348], [0.73628, 2.23574, -0.36310], [-0.66328, 2.56640, 0.58939], [-0.85702, 1.63169, -0.94454], [0.77422, -1.67526, 1.31046], [-0.70677, -2.38773, 0.75447], [0.66284, -2.27066, -0.29270]],
  "forces_ev_per_angstrom": [[-0.06, 1.77, -0.51], [1.38, 1.54, 1.34], [0.57, 0.48, -1.23], [0.11, -2.11, 2.97], [-0.89, 0.32, -0.62], [0.42, -1.81, 0.35], [-2.04, -0.40, -1.14], [-0.20, 0.31, -0.28], [-0.30, -0.03, 0.55], [0.34, 0.30, 0.65], [-0.07, 0.11, -0.19], [0.05, 0.33, -0.42], [0.69, -0.81, -1.48]],
  "lowdin_charge": [0.03, -0.30, -0.09, -0.20, -0.03, 0.01, 0.14, 0.07, 0.06, 0.09, 0.07, 0.09, 0.05],
  "lumo_energy_ev": 1.2,
  "spin_multiplicity": 1,
  "e_above_lowest_ev": 2.0723,
  "max_force_ev_per_a": 3.6
}

=====

{
  "formula": "C4H7NO",
  "method": "wB97M-V/def2-TZVPD",
  "symbols": ["C", "C", "N", "H", "H", "H", "C", "C", "O", "H", "H", "H", "H"],
  "xyz": [[1.67524, -0.74208, 0.73257], [1.60325, 0.46568, 0.26807], [1.36920, 1.50333, -0.29348], [1.73700, -1.73936, 0.15592], [1.99093, -0.95968, 1.71154], [1.89035, 2.27738, -0.59734], [-1.33223, -0.72994, -0.79108], [-1.90217, -0.10680, 0.19982], [-1.43301, 1.09780, 0.45632], [-0.36650, -0.38564, -1.19667], [-1.77464, -1.48431, -1.44645], [-2.86074, -0.24863, 0.68524], [-0.59668, 1.05225, 0.11556]],
  "forces_ev_per_angstrom": [[0.65, -2.66, -0.87], [0.88, -0.39, -0.99], [-1.84, -0.08, 0.75], [-0.34, 2.26, 0.23], [-0.09, 0.35, 1.41], [1.21, 0.48, -0.43], [0.66, -2.36, -2.47], [-1.95, 0.44, -0.71], [-2.27, 1.62, 3.49], [-0.68, 0.16, 0.25], [0.03, -0.29, 0.97], [0.06, -0.61, -0.19], [3.68, 1.08, -1.44]],
  "lowdin_charge": [-0.01, -0.28, 0.18, 0.11, 0.03, 0.08, -0.02, -0.29, 0.02, 0.05, 0.06, 0.12, -0.03],
  "lumo_energy_ev": 0.9,
  "spin_multiplicity": 1,
  "e_above_lowest_ev": 4.0956,
  "max_force_ev_per_a": 4.5
}

=====

{
  "formula": "C4H7NO",
  "method": "wB97M-V/def2-TZVPD",
  "symbols": ["O", "N", "C", "C", "C", "C", "H", "H", "H", "H", "H", "H", "H"],
  "xyz": [[-1.39334, 1.86844, -1.16750], [-1.41272, 0.66145, -1.31396], [-0.36452, -0.00576, -0.62323], [0.63608, 0.38059, 0.18623], [1.07890, -1.04134, 0.43719], [-0.04649, -1.47886, -0.55455], [0.99456, 1.34116, 0.53841], [2.10329, -1.28632, 0.13926], [0.91759, -1.37838, 1.46698], [0.32829, -1.90886, -1.48830], [-0.82101, -2.13001, -0.13939], [-1.02571, 2.56306, 0.97756], [-0.80224, 2.50155, 1.68534]],
  "forces_ev_per_angstrom": [[0.00, -0.49, -0.16], [0.10, 0.47, 0.11], [0.14, -0.05, 0.05], [-0.05, 0.12, -0.03], [0.12, -0.07, 0.07], [-0.11, -0.16, -0.09], [-0.08, -0.16, -0.08], [-0.15, 0.04, 0.02], [0.04, 0.04, -0.15], [-0.07, 0.04, 0.13], [0.11, 0.10, -0.03], [0.01, 0.04, 0.13], [-0.07, 0.06, 0.01]],
  "lowdin_charge": [-0.06, 0.00, -0.28, -0.01, -0.15, -0.12, 0.09, 0.11, 0.11, 0.11, 0.11, 0.03, 0.05],
  "lumo_energy_ev": [-0.7, -0.7],
  "spin_multiplicity": 1,
  "e_above_lowest_ev": 5.4812,
  "max_force_ev_per_a": 0.5
}

=====

{
  "formula": "C4H7NO",
  "method": "wB97M-V/def2-TZVPD",
  "symbols": ["C", "C", "C", "N", "C", "O", "H", "H", "H", "H", "H", "H", "H"],
  "xyz": [[1.60057, 1.22350, -0.10802], [0.85136, 0.22615, -0.93983], [-1.26140, -1.78501, 0.17865], [-1.45465, -0.65804, 0.73495], [-1.44922, 0.48449, 1.18307], [-0.07107, 0.49048, -1.67530], [2.62003, 1.32706, -0.50024], [1.08980, 2.18754, -0.12719], [1.67216, 0.86047, 0.92259], [1.19054, -0.82741, -0.83026], [-1.13162, -1.81189, -0.89934], [-1.23275, -2.68722, 0.77936], [-2.42885, 0.96283, 1.28622]],
  "forces_ev_per_angstrom": [[-0.06, 0.08, -0.04], [-0.17, 0.11, -0.17], [-0.06, 0.06, 0.05], [0.04, 0.36, 0.14], [-0.14, -0.57, -0.15], [0.47, -0.09, 0.22], [-0.11, -0.03, 0.05], [0.09, -0.10, -0.01], [-0.02, 0.03, -0.15], [0.00, 0.11, -0.08], [-0.03, 0.01, 0.15], [-0.07, 0.13, -0.04], [0.06, -0.09, 0.03]],
  "lowdin_charge": [-0.07, -0.37, -0.04, -0.14, 0.05, 0.02, 0.08, 0.08, 0.08, 0.11, 0.08, 0.07, 0.05],
  "lumo_energy_ev": 1.1,
  "spin_multiplicity": 1,
  "e_above_lowest_ev": 3.8184,
  "max_force_ev_per_a": 0.6
}

=====

Number 1: calculated total energy -286.503325 Ha. Number 2: calculated total energy -286.499609 Ha. Number 3: calculated total energy -286.544264 Ha. Number 4: calculated total energy -286.436326 Ha. Number 5: calculated total energy -286.410464 Ha. Number 6: calculated total energy -286.555490 Ha. Number 7: calculated total energy -286.481136 Ha. Number 8: calculated total energy -286.430215 Ha. Number 9: calculated total energy -286.491322 Ha.